No. 1
{
  "formula": "C22H50IrN3P3Se",
  "method": "ωB97M-V with the def2-TZVPD basis set",
  "species": ["Ir", "P", "P", "P", "H", "C", "C", "H", "C", "C", "C", "C", "C", "C", "C", "C", "C", "H", "H", "H", "H", "H", "H", "H", "H", "H", "H", "H", "H", "H", "H", "H", "H", "H", "H", "H", "H", "H", "H", "H", "H", "H", "H", "H", "H", "H", "C", "C", "C", "C", "C", "C", "Se", "H", "H", "H", "H", "H", "H", "C", "N", "C", "C", "N", "N", "C", "C", "H", "H", "H", "H", "H", "H", "H", "H", "H", "H", "H", "H", "H"],
  "positions_angstrom": [[-0.019, 0.230, 0.511], [0.262, 2.175, 1.605], [-2.134, 0.737, -0.100], [1.997, 0.267, -0.355], [-1.553, -2.720, -5.163], [-0.741, -3.268, -4.654], [-0.525, -3.192, -3.321], [-1.268, -2.771, -2.614], [0.302, 3.743, 0.654], [-1.003, 2.463, 2.916], [1.768, 2.448, 2.619], [-2.600, -0.360, -1.478], [-3.302, 0.444, 1.301], [-2.676, 2.387, -0.593], [2.045, -1.118, -1.518], [3.038, -0.263, 1.057], [2.819, 1.665, -1.123], [-0.180, -3.862, -5.389], [0.307, -3.737, -2.851], [0.283, 4.601, 1.349], [-0.539, 3.826, -0.041], [1.235, 3.794, 0.075], [-0.640, 3.254, 3.593], [-1.155, 1.544, 3.497], [-1.963, 2.781, 2.491], [1.564, 3.284, 3.305], [2.624, 2.721, 1.993], [2.017, 1.552, 3.198], [-3.689, -0.495, -1.510], [-2.115, -1.340, -1.345], [-2.273, 0.090, -2.429], [-4.210, 1.057, 1.180], [-2.808, 0.650, 2.264], [-3.587, -0.611, 1.336], [-3.748, 2.308, -0.811], [-2.134, 2.730, -1.482], [-2.551, 3.113, 0.217], [3.080, -1.472, -1.578], [1.712, -0.810, -2.516], [1.387, -1.920, -1.159], [3.818, -0.944, 0.691], [2.382, -0.770, 1.787], [3.513, 0.578, 1.571], [3.791, 1.333, -1.510], [2.982, 2.497, -0.429], [2.200, 2.010, -1.956], [0.181, 1.952, -5.065], [-0.117, 0.614, -4.737], [0.159, -0.385, -5.655], [0.549, -0.103, -6.961], [0.999, 1.208, -7.236], [0.772, 2.265, -6.311], [-0.400, 3.092, -3.608], [0.340, 2.366, -2.520], [-0.573, 0.389, -3.754], [0.028, -1.423, -5.331], [0.492, -0.905, -7.717], [1.502, 1.320, -8.194], [1.005, 3.297, -6.557], [-2.425, -2.710, 3.332], [-1.032, -2.428, 3.740], [-0.740, -2.813, 5.120], [-0.219, -1.687, 2.942], [-0.731, -1.162, 1.853], [1.142, -1.511, 3.334], [1.290, -0.551, 4.457], [1.917, -2.753, 3.402], [-3.075, -2.813, 4.219], [-2.484, -3.630, 2.721], [-2.843, -1.854, 2.788], [0.147, -3.448, 5.254], [-0.662, -1.918, 5.746], [-1.573, -3.410, 5.470], [-1.644, -1.515, 1.547], [0.941, -1.000, 5.391], [2.326, -0.217, 4.558], [0.676, 0.342, 4.278], [2.064, -3.165, 2.398], [2.898, -2.580, 3.825], [1.378, -3.492, 3.985]],
  "lowdin_charge": [0.878, 0.611, 0.628, 0.588, 0.073, -0.069, -0.073, 0.028, -0.204, -0.228, -0.223, -0.227, -0.207, -0.233, -0.233, -0.205, -0.200, 0.086, 0.059, 0.096, 0.023, 0.046, 0.079, 0.036, 0.050, 0.082, 0.056, 0.018, 0.084, 0.022, 0.042, 0.092, 0.030, 0.046, 0.089, -0.011, 0.054, 0.080, 0.047, 0.040, 0.084, 0.005, 0.060, 0.096, 0.055, 0.018, -0.481, -0.127, -0.027, 0.069, 0.048, 0.000, 1.069, -0.142, 0.074, 0.061, 0.163, 0.145, 0.134, 0.032, -0.025, 0.028, -0.344, -0.007, -0.197, -0.024, -0.018, 0.130, 0.143, 0.062, 0.113, 0.118, 0.113, 0.056, 0.084, 0.113, 0.074, 0.106, 0.118, 0.071],
  "e_homo_ev": [-18.37, -19.17],
  "charge": 4,
  "e_above_lowest_kj_mol": 48.1,
  "multiplicity": 6
}

***

No. 2
{
  "formula": "C22H50N2O4V",
  "method": "ωB97M-V with the def2-TZVPD basis set",
  "species": ["V", "C", "C", "O", "H", "H", "H", "H", "H", "H", "C", "C", "O", "H", "H", "H", "H", "H", "H", "C", "C", "C", "C", "C", "C", "N", "O", "C", "C", "C", "H", "H", "H", "H", "H", "H", "H", "H", "H", "H", "H", "H", "H", "H", "H", "H", "H", "H", "H", "C", "C", "C", "C", "C", "C", "N", "O", "C", "C", "C", "H", "H", "H", "H", "H", "H", "H", "H", "H", "H", "H", "H", "H", "H", "H", "H", "H", "H", "H"],
  "positions_angstrom": [[-0.928, -0.200, -0.061], [-5.019, 1.278, -0.227], [-3.724, 0.763, -0.710], [-2.867, 0.618, 0.368], [-5.784, 1.375, -1.005], [-4.835, 2.192, 0.304], [-5.370, 0.574, 0.506], [-3.356, 1.433, -1.508], [-4.001, -0.140, -1.095], [-3.263, 1.248, 1.050], [-0.462, -2.003, -3.788], [-1.479, -1.074, -3.156], [-1.749, -1.420, -1.828], [-0.827, -3.008, -3.836], [0.434, -2.126, -3.193], [-0.306, -1.658, -4.792], [-2.425, -1.041, -3.749], [-1.126, -0.065, -3.200], [-2.703, -1.615, -1.881], [1.446, 1.614, -2.681], [1.493, 1.364, -1.179], [2.833, 1.904, -0.595], [2.690, 3.408, -0.340], [1.525, 3.689, 0.568], [0.169, 3.233, -0.070], [0.237, 1.872, -0.645], [-0.807, 1.534, -1.306], [-0.291, 4.200, -1.140], [-0.873, 3.253, 0.988], [1.508, -0.165, -1.060], [2.354, 1.260, -3.095], [1.237, 2.678, -2.959], [0.687, 1.070, -3.076], [3.689, 1.670, -1.230], [3.095, 1.530, 0.402], [2.417, 3.789, -1.314], [3.563, 3.909, 0.019], [1.447, 4.757, 0.785], [1.658, 3.284, 1.546], [-1.099, 2.068, -2.080], [-1.342, 4.052, -1.393], [0.245, 4.120, -2.033], [-0.056, 5.266, -0.796], [-1.865, 2.939, 0.517], [-0.893, 4.215, 1.527], [-0.700, 2.540, 1.735], [2.334, -0.528, -1.660], [0.665, -0.681, -1.551], [1.601, -0.440, -0.046], [-0.121, -1.698, 3.746], [0.463, -1.185, 2.488], [2.064, -1.200, 2.508], [2.662, -2.541, 2.226], [2.108, -3.049, 0.853], [0.560, -3.165, 0.854], [-0.035, -1.886, 1.337], [-1.302, -1.868, 1.195], [0.182, -4.414, 1.673], [0.125, -3.423, -0.607], [-0.003, 0.258, 2.391], [0.288, -1.177, 4.553], [0.194, -2.723, 3.860], [-1.228, -1.552, 3.822], [2.322, -1.029, 3.552], [2.578, -0.359, 1.962], [2.561, -3.188, 3.102], [3.722, -2.457, 2.120], [2.548, -4.022, 0.615], [2.504, -2.378, 0.095], [-1.607, -2.522, 1.818], [0.653, -4.356, 2.634], [0.546, -5.330, 1.140], [-0.889, -4.623, 1.787], [0.540, -2.771, -1.342], [-0.973, -3.435, -0.812], [0.488, -4.364, -0.883], [0.398, 0.770, 3.284], [-1.043, 0.419, 2.427], [0.517, 0.734, 1.561]],
  "lowdin_charge": [1.000, -0.038, -0.339, -0.133, 0.119, 0.090, 0.099, 0.140, 0.087, 0.156, -0.036, -0.284, -0.128, 0.088, 0.060, 0.094, 0.154, 0.081, 0.128, 0.009, -0.449, -0.080, -0.153, -0.103, -0.487, -0.184, -0.107, -0.007, -0.022, -0.034, 0.100, 0.113, 0.032, 0.138, 0.117, 0.109, 0.125, 0.134, 0.115, 0.161, 0.093, 0.049, 0.146, 0.103, 0.128, 0.039, 0.129, 0.056, 0.043, -0.004, -0.499, -0.096, -0.154, -0.091, -0.438, -0.227, -0.035, -0.002, -0.016, -0.048, 0.086, 0.089, 0.125, 0.126, 0.130, 0.123, 0.114, 0.135, 0.105, 0.141, 0.066, 0.120, 0.097, 0.037, 0.103, 0.082, 0.139, 0.072, 0.065],
  "e_homo_ev": [-13.97, -15.14],
  "charge": 2,
  "e_above_lowest_kj_mol": 0.0,
  "multiplicity": 4
}

***

No. 3
{
  "formula": "C22H50NO8",
  "method": "ωB97M-V with the def2-TZVPD basis set",
  "species": ["C", "C", "C", "C", "C", "C", "O", "C", "C", "C", "C", "N", "O", "H", "H", "H", "H", "H", "H", "H", "H", "H", "H", "H", "H", "H", "H", "H", "H", "H", "H", "H", "H", "C", "O", "C", "C", "O", "C", "H", "H", "H", "H", "H", "H", "H", "H", "H", "H", "C", "O", "C", "C", "O", "C", "H", "H", "H", "H", "H", "H", "H", "H", "H", "H", "C", "O", "C", "C", "O", "C", "H", "H", "H", "H", "H", "H", "H", "H", "H", "H"],
  "positions_angstrom": [[-1.458, 2.679, 0.478], [-0.566, 2.373, -0.733], [-0.263, 3.718, -1.409], [-1.311, 1.348, -1.636], [-1.513, 1.782, -3.076], [-0.541, 0.027, -1.573], [-0.672, -0.477, -0.270], [0.533, -1.127, 0.245], [0.990, -0.429, 1.522], [2.202, 0.525, 1.283], [3.526, -0.058, 1.707], [4.490, -0.315, 0.656], [3.784, -0.277, 2.822], [-1.947, 1.763, 0.796], [-0.883, 3.039, 1.323], [-2.243, 3.374, 0.206], [0.341, 1.929, -0.349], [-1.150, 4.338, -1.376], [0.489, 4.220, -0.806], [0.157, 3.633, -2.402], [-2.288, 1.167, -1.194], [-1.962, 0.954, -3.618], [-2.184, 2.625, -3.193], [-0.566, 1.965, -3.569], [-0.931, -0.672, -2.319], [0.516, 0.227, -1.736], [0.265, -2.142, 0.577], [1.290, -1.158, 2.268], [0.180, 0.203, 1.897], [2.073, 1.490, 1.772], [2.226, 0.725, 0.219], [3.934, -0.659, -0.130], [4.838, 0.593, 0.355], [4.561, -5.482, -3.583], [5.448, -4.696, -2.812], [5.446, -3.325, -3.189], [4.610, -2.479, -2.249], [3.236, -2.792, -2.322], [2.812, -3.602, -1.232], [4.452, -6.445, -3.086], [3.576, -5.017, -3.666], [4.972, -5.648, -4.587], [5.090, -3.209, -4.218], [6.485, -2.979, -3.149], [4.714, -1.427, -2.544], [4.965, -2.579, -1.219], [2.760, -3.003, -0.320], [3.476, -4.460, -1.084], [1.812, -3.971, -1.454], [-1.241, -4.352, -1.261], [-1.335, -5.034, -0.018], [-2.375, -4.537, 0.805], [-3.595, -5.434, 0.766], [-4.215, -5.437, -0.515], [-3.893, -6.579, -1.282], [-0.585, -4.930, -1.912], [-2.216, -4.254, -1.746], [-0.805, -3.358, -1.111], [-2.639, -3.515, 0.520], [-1.993, -4.510, 1.831], [-4.335, -5.055, 1.479], [-3.327, -6.453, 1.065], [-4.429, -7.458, -0.903], [-2.819, -6.779, -1.279], [-4.211, -6.392, -2.308], [-0.680, 6.615, 2.406], [-1.831, 5.803, 2.551], [-2.031, 5.353, 3.881], [-3.101, 6.159, 4.587], [-2.700, 7.508, 4.792], [-3.269, 8.403, 3.856], [-0.733, 7.093, 1.429], [-0.630, 7.390, 3.175], [0.225, 6.000, 2.447], [-1.095, 5.383, 4.446], [-2.357, 4.310, 3.824], [-3.276, 5.721, 5.575], [-4.040, 6.116, 4.027], [-4.328, 8.572, 4.084], [-3.172, 8.034, 2.832], [-2.739, 9.352, 3.937]],
  "lowdin_charge": [-0.080, -0.359, -0.080, -0.329, -0.090, -0.251, -0.229, -0.245, -0.243, -0.162, -0.551, 0.091, 0.105, 0.068, 0.067, 0.071, 0.105, 0.067, 0.069, 0.059, 0.126, 0.068, 0.073, 0.070, 0.108, 0.104, 0.024, 0.088, 0.085, 0.103, 0.074, 0.051, 0.076, -0.122, -0.193, -0.206, -0.232, -0.194, -0.105, 0.085, 0.084, 0.083, 0.122, 0.120, 0.122, 0.118, 0.070, 0.082, 0.074, -0.104, -0.192, -0.206, -0.207, -0.192, -0.123, 0.083, 0.083, 0.073, 0.132, 0.126, 0.121, 0.121, 0.083, 0.083, 0.086, -0.111, -0.198, -0.205, -0.204, -0.193, -0.118, 0.088, 0.081, 0.090, 0.128, 0.128, 0.123, 0.125, 0.086, 0.084, 0.086],
  "e_homo_ev": -1.92,
  "charge": -1,
  "multiplicity": 1
}